The following is a quantum chemistry calculation of a cluster of 13 separate species, C6H37NO13 in total in a non-equilibrium geometry, from OMol25.

As for the expectation value of S²: 0.755. The HOMO-LUMO gap (spin up / spin down) comes out at 9.786 / 5.856 eV. The calculation puts the relative energy (zero: lowest compared OMol25 entry of this formula, charge and spin) at 2.1068 eV. The calculation puts the total energy at -34922.0390 eV.

Geometry as ORCA input:
```
! wB97M-V def2-TZVPD RIJCOSX def2/J DEFGRID3
* xyz 1 2
C 3.01233 -2.44807 1.40813
C 2.64956 -1.49674 2.54663
C 1.73451 -2.77320 0.58071
N 1.22066 -1.73724 -0.24576
C -0.67010 -0.33848 -1.08795
C -0.19657 -1.63984 -0.35952
C -0.92938 -1.45837 1.03389
O -0.42860 -0.77454 1.86748
H 3.79024 -2.09327 0.72846
H 3.41092 -3.39656 1.76428
H 3.43705 -1.48122 3.30017
H 1.73218 -1.83847 3.02384
H 2.48435 -0.47334 2.22345
H 2.06675 -3.65197 -0.00816
H 0.98501 -3.27968 1.19788
H 1.75508 -0.86944 -0.32157
H -1.05272 -0.53426 -2.09289
H 0.15920 0.32310 -1.29202
H -1.46636 0.17860 -0.55645
H -0.64906 -2.43408 -0.96706
H -1.83909 -2.07693 1.01058
H 0.64761 0.67443 1.53148
H 0.44254 2.14971 2.19302
O 1.02345 1.55179 1.64012
H -2.66297 -3.46589 -2.16460
H -1.20863 -3.52319 -2.60468
O -1.82734 -3.87197 -1.93733
H 1.80968 -1.25919 -2.93323
H 1.42896 0.14802 -3.50539
O 1.29242 -0.80670 -3.59755
H 1.09558 3.64109 -0.95959
H 0.94772 2.65650 0.24790
O 0.62730 2.85063 -0.66574
H -1.65875 2.69959 2.73820
H -0.75741 2.73691 3.99760
O -0.75992 2.89391 3.03731
H -0.56454 0.44231 4.75363
H -1.90451 0.81242 4.00397
O -1.31597 1.03747 4.72926
H -1.40508 2.23081 -1.08050
H -1.28051 3.48145 -0.35624
O -1.93436 2.81365 -0.57592
H -3.93350 0.96819 -2.62222
H -3.82996 2.11920 -1.57736
O -4.40503 1.43183 -1.92771
H -1.71862 0.91707 1.62633
H -2.70647 1.79874 0.73681
O -2.60829 1.23585 1.53127
H 3.75767 1.45684 -0.03417
H 2.63602 0.71164 0.59721
O 3.00188 0.90566 -0.27411
H 2.92333 1.40576 -2.50376
H 1.61825 2.11267 -2.16935
O 2.22916 1.94312 -2.89906
H -1.37958 -2.23486 -4.49617
H -0.07369 -1.75952 -3.82196
O -1.00702 -2.04045 -3.63443
*
```

Atom charges from the Löwdin analysis, given in e for atoms 1 to 4: -0.1879, -0.0748, -0.1516, 0.1936



The following is a quantum chemistry calculation of a cluster of 13 separate species, C6H38N10O13 in total in a non-equilibrium geometry, from OMol25.

The HOMO-LUMO gap comes out at 9.905 eV. The calculation puts the total energy at -48363.0253 eV.

Geometry as ORCA input:
```
! wB97M-V def2-TZVPD RIJCOSX def2/J DEFGRID3
* xyz 0 1
O -2.37822 1.15907 -2.10355
H -2.78474 0.24788 -2.13099
H -2.75794 1.41607 -2.98189
O 4.69964 -1.67282 -0.66284
H 5.03200 -2.10085 0.12713
H 5.00214 -0.77718 -0.48880
O 1.67937 -1.90364 -1.23846
H 2.54051 -2.05177 -1.62333
H 1.62329 -2.19712 -0.30509
O -5.05353 -2.85710 0.70859
H -5.70823 -3.49157 0.38803
H -5.04134 -2.88417 1.69275
O 1.58971 0.64407 2.00558
H 1.99738 0.93805 1.18562
H 1.05243 1.40076 2.29349
O 6.78964 -1.16835 1.52107
H 7.15249 -1.39281 2.36350
H 6.86624 -0.20049 1.32419
O -2.95656 0.10802 -5.15175
H -3.88722 0.38674 -5.00550
H -2.96788 -0.79712 -4.77889
C -1.94079 1.67006 1.50847
O -1.67647 1.66793 2.73176
N -1.86111 0.51756 0.76940
N -2.21123 2.78822 0.85302
H -1.87864 -0.30454 1.32968
H -2.19145 0.57488 -0.19352
H -2.21188 2.76728 -0.12528
H -1.76255 3.61446 1.23804
C -3.66890 -1.41253 3.71404
O -4.31644 -2.47515 3.70783
N -3.99981 -0.44858 2.84734
N -2.60964 -1.30692 4.52249
H -3.44098 0.37773 2.81531
H -4.58723 -0.71141 2.07342
H -2.16601 -0.43165 4.79910
H -2.63327 -1.96338 5.31487
C 4.65624 1.87833 -0.47795
O 5.41716 1.22457 0.23042
N 4.98692 2.44215 -1.64530
N 3.44663 2.28796 -0.00274
H 4.27124 2.93340 -2.12603
H 5.89209 2.22910 -2.00747
H 3.26272 2.29362 1.00041
H 3.05251 3.02939 -0.59120
C 0.84824 3.48505 -2.54933
O 1.91889 3.85347 -2.07793
N -0.15215 4.22403 -2.96790
N 0.53076 2.16498 -2.51146
H -0.62390 3.80917 -3.74268
H -0.03727 5.18774 -3.11149
H -0.42178 1.86597 -2.56361
H 1.19356 1.48138 -2.20555
C -2.23475 -2.20124 -1.98678
O -3.11480 -1.92970 -2.82088
N -2.31457 -2.18149 -0.62672
N -0.96493 -2.47212 -2.41129
H -1.80691 -2.84029 -0.06737
H -3.24264 -2.16277 -0.25637
H -1.08260 -2.43035 -3.43903
H -0.05132 -2.20736 -2.02361
C 1.39948 -2.50412 2.85953
O 0.50214 -2.03554 1.85970
H 2.45081 -2.39545 2.54375
H 1.24915 -2.10188 3.83973
H 1.10601 -3.60563 2.98540
H 0.53030 -1.05203 1.84891
*
```

Atom charges from the Löwdin analysis, given in e for atoms 1 to 4: -0.0948, 0.0484, 0.0620, -0.0538



The following is a quantum chemistry calculation of a cluster of 15 separate species, C6H38O15 in total in a non-equilibrium geometry, from OMol25.

The HOMO-LUMO gap comes out at 9.059 eV. The calculation puts the relative energy (zero: lowest compared OMol25 entry of this formula, charge and spin) at 0.0000 eV. The calculation puts the total energy at -37552.3401 eV.

Geometry as ORCA input:
```
! wB97M-V def2-TZVPD RIJCOSX def2/J DEFGRID3
* xyz 0 1
C 0.30408 0.55927 -0.47480
C 0.85701 0.68527 0.94558
C 1.80458 -3.95725 2.20557
C 1.35194 -2.76664 2.54753
O 0.48877 -2.60029 3.60358
C 1.62416 -1.47144 1.92120
C 0.63114 -0.61464 1.64402
H 0.88253 -0.21810 -1.02633
H -0.77532 0.19741 -0.45119
H 0.27851 1.51383 -1.01115
H 0.35370 1.49591 1.48148
H 1.92635 0.92224 0.88226
H 1.54739 -4.88337 2.62556
H 2.47053 -4.09957 1.39294
H 0.36221 -3.45725 4.04121
H 2.67668 -1.30327 1.66240
H -0.39820 -0.82940 1.91883
H 0.02256 -1.93118 -2.04562
H -1.21176 -2.70902 -2.66193
O -0.98635 -1.96522 -2.03544
H 0.16245 -0.74618 4.33865
H 1.09040 0.42235 3.92349
O 0.27134 0.24068 4.35674
H 2.22032 -2.13547 -1.58839
H 1.89916 -1.01878 -2.55823
O 1.65871 -1.92149 -2.33112
H -2.37443 -2.82618 0.58428
H -1.37862 -2.20819 -0.33978
O -1.68674 -2.18555 0.54023
H -3.11381 0.93398 -2.53937
H -1.91278 1.36284 -3.28809
O -2.70132 1.76969 -2.86387
H -2.46210 -1.05338 -1.77024
H -3.18162 -0.19710 -0.70720
O -3.23568 -0.54229 -1.61098
H -0.60326 3.16931 -0.14140
H -0.05245 4.56450 -0.14197
O 0.23824 3.69969 -0.00069
H 2.73385 3.66972 -1.69630
H 1.28895 3.25168 -1.17592
O 2.02287 3.03558 -1.87128
H 0.25916 0.45703 -3.41822
H -0.91545 -0.52568 -2.97675
O -0.65780 0.19486 -3.61693
H -2.49637 0.64962 1.74470
H -2.31943 -0.61909 0.88460
O -2.77407 0.23923 0.93257
H -1.10781 0.92040 3.64177
H -1.71920 2.26651 3.22555
O -1.85336 1.35773 3.18614
H 2.72520 0.74358 -3.81962
H 2.12197 1.46011 -2.58171
O 2.35760 0.60211 -2.93472
H 3.28092 1.57948 -0.52350
H 3.49362 0.49740 -1.56330
O 3.85266 0.84676 -0.71678
H -2.32371 1.66197 0.08513
H -2.31069 2.35587 -1.33736
O -2.06697 2.48576 -0.36294
*
```

Atom charges from the Löwdin analysis, given in e for atoms 1 to 4: -0.0869, -0.2056, 0.0591, -0.4029